ORCA calculation (the ωB97M-V functional and the def2-TZVPD basis) on a structure of composition C10H10Cl2O4Ti.

Geometry as XYZ:
```
27
Properties=species:S:1:pos:R:3:lowdin_charge:R:1
C -2.80 -1.04 0.04 -0.279
C -2.00 -1.27 -1.14 -0.114
C -1.44 -0.04 -1.56 -0.086
H -1.90 -2.18 -1.68 0.097
C -1.71 0.93 -0.60 -0.078
C -2.58 0.36 0.42 -0.272
H -3.25 0.91 1.04 0.093
H -3.64 -1.59 0.41 0.094
H -0.94 0.16 -2.50 0.101
H -1.53 1.99 -0.71 0.112
Ti -1.23 -0.92 1.72 0.711
Cl 0.00 -2.70 1.06 0.090
C 2.62 0.22 0.24 -0.194
C 2.15 1.47 -0.31 -0.217
C 1.77 1.24 -1.65 -0.217
H 2.22 2.46 0.17 0.065
C 2.06 -0.16 -1.96 -0.207
C 2.59 -0.76 -0.80 -0.217
H 2.92 -1.78 -0.73 0.052
H 3.01 0.10 1.26 0.055
H 1.54 2.04 -2.38 0.057
H 2.04 -0.60 -2.98 0.060
O -0.18 1.52 4.05 -0.321
Cl 0.22 0.35 3.32 0.893
O 1.45 -0.39 3.47 -0.321
O -1.40 -0.88 3.50 -0.510
O 0.01 0.60 1.73 -0.447
```

Results
Highest occupied orbital energy (alpha / beta): -2.9 / -2.5 eV
ΔE to the lowest compared entry with this formula, charge and spin: 1.102 eV
Spin multiplicity: 2
Expectation value of S²: 0.77
Net charge: -1
HOMO-LUMO gap (alpha / beta): 4.946 / 3.225 eV


ORCA calculation (the ωB97M-V functional and the def2-TZVPD basis) on a structure of composition C10H10Cl3N5OTi.

Geometry as XYZ:
```
30
Properties=species:S:1:pos:R:3:lowdin_charge:R:1
Ti -0.02 -0.74 -0.15 0.729
Cl 5.12 4.20 -1.21 0.666
C 3.64 3.29 -1.10 -0.679
C 3.69 1.93 -0.86 -0.131
C 2.50 1.24 -0.78 -0.539
Cl 2.53 -0.47 -0.43 0.759
C 1.24 1.82 -0.92 -0.471
O 0.12 1.13 -0.82 -0.267
C 1.25 3.21 -1.16 -0.584
Cl -0.27 4.00 -1.34 0.709
C 2.42 3.93 -1.25 -0.128
H 4.64 1.43 -0.73 0.109
H 2.38 5.00 -1.43 0.108
N -2.31 -0.76 -0.19 -0.043
C -2.75 -2.16 -0.08 -0.245
C -1.99 -2.99 -1.10 -0.231
N -0.54 -2.84 -0.87 -0.058
H -2.64 -0.22 0.60 0.104
H -2.69 -0.32 -1.02 0.105
H -3.83 -2.29 -0.23 0.120
H -2.51 -2.50 0.92 0.114
H -2.20 -2.63 -2.11 0.120
H -2.32 -4.03 -1.05 0.119
H -0.03 -3.29 -1.62 0.098
H -0.27 -3.32 -0.02 0.092
N -2.65 0.07 5.19 0.089
C -1.64 -0.18 4.70 -0.400
N -0.44 -0.46 4.19 0.071
C -0.32 -0.85 3.00 -0.346
N -0.14 -1.20 1.89 0.010
```

Results
Highest occupied orbital energy (alpha / beta): -6.9 / -8.3 eV
Spin multiplicity: 3
Expectation value of S²: 2.00
HOMO-LUMO gap (alpha / beta): 6.589 / 7.943 eV


ORCA calculation (the ωB97M-V functional and the def2-TZVPD basis) on the molecule C10H10F3NO.

Geometry as XYZ:
```
25
Properties=species:S:1:pos:R:3:lowdin_charge:R:1
C -2.01 2.38 0.40 -0.075
C -1.10 2.97 -0.44 -0.083
C -1.81 1.10 0.90 -0.056
C 0.08 2.35 -0.79 -0.019
C -0.68 0.52 0.57 -0.171
C 0.31 1.13 -0.26 -0.090
C -0.15 -0.84 1.00 -0.089
C 1.46 0.16 -0.43 -0.391
C 1.97 -2.02 0.37 -0.085
C 2.69 0.69 0.34 -0.623
N 0.93 -1.10 0.03 -0.099
O 1.97 0.20 -1.75 0.041
F 2.46 0.61 1.68 0.149
F 3.75 0.02 0.04 0.207
F 2.89 1.94 -0.03 0.177
H -2.85 3.12 0.71 0.139
H -1.35 3.94 -0.80 0.096
H -2.42 0.66 1.69 0.128
H 0.86 2.59 -1.49 0.121
H 0.23 -0.82 2.05 0.138
H -1.05 -1.55 0.88 0.148
H 2.65 -2.18 -0.49 0.105
H 2.59 -1.67 1.21 0.078
H 1.58 -3.02 0.75 0.111
H 1.23 0.39 -2.39 0.143
```

Results
Highest occupied orbital energy: -9.1 eV
ΔE to the lowest compared entry with this formula, charge and spin: 0.000 eV
Spin multiplicity: 1
SMILES: CN1Cc2ccccc2[C@@]1(O)C(F)(F)F
HOMO-LUMO gap: 9.926 eV


ORCA calculation (the ωB97M-V functional and the def2-TZVPD basis) on a structure of composition C10H10F5O3S.

Geometry as XYZ:
```
29
Properties=species:S:1:pos:R:3:lowdin_charge:R:1
C 0.42 -0.93 0.85 -0.413
C 1.63 -0.19 1.41 -0.059
C -0.50 -1.39 1.96 -0.066
C 0.90 -2.11 0.03 -0.066
H 2.33 -0.90 1.88 0.098
H 2.18 0.33 0.60 0.094
H 1.35 0.55 2.17 0.094
H -1.30 -2.05 1.59 0.083
H -0.97 -0.55 2.49 0.087
H 0.08 -1.96 2.70 0.100
H 1.61 -1.81 -0.76 0.093
H 1.45 -2.81 0.68 0.100
H 0.08 -2.68 -0.44 0.076
S -2.28 -0.11 -0.56 0.667
F -0.08 -0.66 -2.40 0.107
F -1.00 1.80 1.53 0.133
F 0.23 3.90 0.47 0.155
F 1.25 1.45 -3.38 0.156
F 1.42 3.73 -1.94 0.159
O -2.23 -1.68 -0.80 -0.145
O -2.73 0.53 -1.77 -0.246
O -3.00 0.06 0.67 -0.243
C -0.49 0.36 -0.30 -0.173
C 0.11 0.40 -1.63 -0.222
C -0.47 1.68 0.33 -0.220
C 0.17 2.77 -0.20 -0.152
C 0.74 1.50 -2.17 -0.153
C 0.79 2.69 -1.45 -0.134
H -1.68 -1.91 -1.56 0.092
```

Results
Highest occupied orbital energy (alpha / beta): -7.7 / -9.8 eV
ΔE to the lowest compared entry with this formula, charge and spin: 0.130 eV
Spin multiplicity: 2
Expectation value of S²: 0.79
HOMO-LUMO gap (alpha / beta): 8.031 / 8.404 eV


ORCA calculation (the ωB97M-V functional and the def2-TZVPD basis) on the molecule C10H10FN3.

Geometry as XYZ:
```
24
Properties=species:S:1:pos:R:3:lowdin_charge:R:1
C 0.66 -2.05 0.69 -0.009
C 0.82 -1.45 -1.64 -0.043
C 0.44 -3.36 0.18 -0.143
C 0.82 -2.77 -1.96 -0.157
C 0.72 -1.07 -0.31 -0.255
C 0.90 2.67 0.80 -0.120
C 1.27 1.29 0.69 -0.124
C -0.18 3.14 0.20 -0.132
C 0.59 0.33 0.01 0.031
C -1.65 1.13 0.08 -0.402
N 0.53 -3.77 -1.10 0.043
N -1.39 2.47 0.01 0.073
N -2.03 0.55 1.23 0.173
F -2.48 0.72 -0.94 0.064
H 0.76 -1.89 1.65 0.051
H 0.74 -0.69 -2.32 0.088
H 0.56 -4.25 0.88 0.119
H 0.89 -3.06 -3.02 0.114
H 1.71 3.33 1.14 0.109
H 2.28 1.17 0.87 0.078
H -0.46 4.19 0.22 0.116
H -1.94 2.90 -0.70 0.132
H -1.79 0.92 2.10 0.089
H -1.80 -0.43 1.24 0.105
```

Results
Highest occupied orbital energy (alpha / beta): -7.4 / -7.4 eV
ΔE to the lowest compared entry with this formula, charge and spin: 2.134 eV
Spin multiplicity: 1
HOMO-LUMO gap (alpha / beta): 7.506 / 7.511 eV


ORCA calculation (the ωB97M-V functional and the def2-TZVPD basis) on a structure of composition C10H10InO12S2.

Geometry as XYZ:
```
35
Properties=species:S:1:pos:R:3:lowdin_charge:R:1
In 0.12 -0.86 0.37 1.232
C -2.02 3.60 -0.78 0.251
C -1.09 2.53 -0.59 -0.336
C 0.21 2.87 0.08 -0.333
O 0.83 1.98 0.63 0.011
C 0.59 4.26 0.16 0.257
C -0.30 5.34 -0.16 -0.328
C -1.70 5.00 -0.59 -0.330
O -2.52 5.87 -0.75 0.201
O 0.05 6.50 -0.09 0.203
O -1.29 1.36 -0.87 0.013
H -3.03 3.36 -1.09 0.156
H 1.61 4.46 0.48 0.158
C -3.24 -1.09 -3.84 -0.152
C -2.16 -2.14 -4.29 -0.118
O -2.28 -3.22 -3.34 -0.171
S -2.86 -2.59 -2.01 0.575
O -1.86 -1.74 -1.43 -0.389
O -3.49 -3.56 -1.22 -0.161
O -3.93 -1.69 -2.76 -0.160
H -3.94 -0.80 -4.62 0.135
H -2.69 -0.18 -3.55 0.119
H -1.16 -1.72 -4.18 0.124
H -2.34 -2.52 -5.29 0.134
C 3.82 -1.82 4.61 -0.133
C 4.44 -1.76 3.20 -0.148
O 3.78 -2.79 2.47 -0.172
S 2.36 -3.16 3.08 0.574
O 2.29 -4.54 3.30 -0.173
O 1.35 -2.55 2.29 -0.410
O 2.51 -2.36 4.43 -0.169
H 3.75 -0.83 5.06 0.136
H 4.40 -2.46 5.27 0.137
H 5.51 -1.95 3.25 0.138
H 4.26 -0.78 2.76 0.131
```

Results
Highest occupied orbital energy: -13.0 eV
ΔE to the lowest compared entry with this formula, charge and spin: 0.005 eV
Spin multiplicity: 1
Net charge: +1
HOMO-LUMO gap: 5.169 eV